<one>
# H8O4

A 4-piece molecular cluster, H8O4 overall (ωB97M-V/def2-TZVPD, the Open Molecules 2025 dataset).

Structure (XYZ):
```
12
H8O4 ωB97M-V/def2-TZVPD
O -6.82 -4.16 21.01
O -6.63 -3.10 18.33
O -3.46 -6.45 16.89
H -6.60 -3.83 20.12
H -4.97 -4.20 18.89
H -6.31 -2.84 17.46
H -7.78 -4.08 21.07
H -7.14 -2.33 18.63
H -4.05 -6.26 16.16
H -3.78 -4.38 19.83
H -3.55 -5.69 17.49
O -4.10 -4.60 18.95
```

The LUMO energy comes out at 0.00198 Eh. Its structure (SMILES) is O.O.O.O. Its net charge is 0.

=====

<two>
# H8O4

A 4-piece molecular cluster, H8O4 overall (ωB97M-V/def2-TZVPD, the Open Molecules 2025 dataset).

Structure (XYZ):
```
12
H8O4 ωB97M-V/def2-TZVPD
H -1.62 0.34 -2.24
H 1.40 2.12 -1.27
H -0.58 -0.64 2.83
H 0.27 -0.53 -0.21
H 0.44 -1.49 3.58
O -0.53 -0.98 0.09
O 1.21 1.17 -1.23
H -0.51 1.34 -1.95
O -1.37 1.26 -2.39
H 1.98 0.80 -0.78
O -0.46 -1.50 3.26
H -0.24 -1.88 0.30
```

The LUMO energy comes out at 0.00318 Eh. Its structure (SMILES) is O.O.O.O. Its net charge is 0.

=====

The most stable of them is <one>.

=====

<one>
# H8O4

A 4-piece molecular cluster, H8O4 overall (ωB97M-V/def2-TZVPD, the Open Molecules 2025 dataset).

Structure (XYZ):
```
12
H8O4 ωB97M-V/def2-TZVPD
H -0.27 1.03 0.83
O -0.19 0.00 -2.06
H 2.17 0.83 -0.37
H -0.56 -1.08 1.20
H -0.88 1.31 2.20
O 1.30 1.12 -0.20
O -0.98 0.70 1.43
H -0.51 -0.40 -1.09
O -0.26 -1.88 0.86
H 0.66 -1.78 0.67
H -0.39 -0.65 -2.70
H 0.83 1.18 -1.05
```

The LUMO energy comes out at 0.02152 Eh. Its structure (SMILES) is O.O.O.O. Its net charge is 0.

=====

<two>
# H8O4

A 4-piece molecular cluster, H8O4 overall (ωB97M-V/def2-TZVPD, the Open Molecules 2025 dataset).

Structure (XYZ):
```
12
H8O4 ωB97M-V/def2-TZVPD
H 18.66 22.13 18.04
H 18.55 22.88 13.86
H 16.16 19.68 13.30
O 17.00 22.56 14.65
H 16.63 21.10 13.05
H 19.33 23.93 13.09
H 17.19 22.14 15.49
H 17.26 21.62 17.73
O 19.26 22.98 13.24
H 16.11 22.90 14.75
O 16.30 20.32 12.60
O 17.81 22.41 17.69
```

The LUMO energy comes out at 0.00484 Eh. Its structure (SMILES) is O.O.O.O. Its net charge is 0.

=====

The most stable of them is <two>.

=====

<one>
# C4H8NS

A 2-piece molecular cluster, C4H8NS overall (ωB97M-V/def2-TZVPD, the Open Molecules 2025 dataset).

Structure (XYZ):
```
14
C4H8NS ωB97M-V/def2-TZVPD
H -0.09 0.65 0.43
C 3.25 0.60 -2.32
H -3.11 0.60 1.43
H -0.82 1.06 2.01
H -1.29 -1.96 0.83
N 2.69 -0.16 -1.55
C -2.35 0.13 0.73
C -0.91 0.42 1.09
H -2.74 0.06 -0.32
H 4.33 0.58 -2.63
H 2.52 1.30 -2.87
H -1.98 -1.17 2.37
C -1.58 -1.03 1.42
S 2.07 -1.07 -0.61
```

The LUMO energy comes out at -0.28760 Eh. Its net charge is +1.

=====

<two>
# C4H8NS

An isolated ion of composition C4H8NS and charge +1 (ωB97M-V/def2-TZVPD, the Open Molecules 2025 dataset).

Structure (XYZ):
```
14
C4H8NS ωB97M-V/def2-TZVPD
H -1.94 1.28 0.14
C 1.39 -0.84 1.45
H 0.58 -0.07 -1.57
S -0.27 1.53 1.86
H 1.54 -1.40 -1.71
N 0.35 -0.10 1.24
C 1.33 -0.61 -1.11
H -2.86 1.86 1.46
H 2.17 0.00 -0.97
H 2.42 -0.93 1.91
C 0.76 -1.11 0.17
H -0.17 -1.79 0.03
C -2.01 1.22 1.17
H -2.09 0.27 1.65
```

The LUMO energy comes out at -0.19335 Eh. Its structure (SMILES) is CS[N+]1=C[C@@H]1C. Its net charge is +1.

=====

<three>
# C4H8NS

A 2-piece molecular cluster, C4H8NS overall (ωB97M-V/def2-TZVPD, the Open Molecules 2025 dataset).

Structure (XYZ):
```
14
C4H8NS ωB97M-V/def2-TZVPD
H 1.54 0.79 1.35
H 1.55 0.44 -1.68
C -0.97 0.89 0.70
C -1.28 -0.25 0.14
C 1.19 0.25 0.38
H -0.68 1.14 1.75
H -1.15 -1.71 -1.37
H 1.46 -2.00 1.38
S 1.29 -1.48 0.17
H -1.24 1.77 0.14
C -1.77 -1.24 -0.55
H 1.38 1.80 -0.84
H -2.83 -1.24 -0.77
N 1.51 0.84 -0.80
```

The LUMO energy comes out at -0.18407 Eh. Its net charge is +1.

=====

The most stable of them is <three>.

=====

<one>
# C4H8NS

An isolated ion of composition C4H8NS and charge +1 (ωB97M-V/def2-TZVPD, the Open Molecules 2025 dataset).

Structure (XYZ):
```
14
C4H8NS ωB97M-V/def2-TZVPD
H 1.09 -1.52 -0.66
H 2.29 1.74 0.44
C 0.57 0.17 0.49
H -0.15 -1.95 0.53
C 2.11 0.78 0.16
S 3.21 -0.08 -0.60
H 0.15 0.44 1.52
C 0.26 -1.17 -0.07
H -1.95 1.30 0.05
N -1.87 0.21 -0.05
H -2.63 -0.18 -0.62
C -0.51 0.02 -0.54
H -0.62 0.41 -1.61
H -1.95 -0.14 0.95
```

The LUMO energy comes out at -0.14645 Eh. Its structure (SMILES) is [NH3+][C@@H]1C[C@H]1C=S. Its net charge is +1.

=====

<two>
# C4H8NS

An isolated ion of composition C4H8NS and charge +1 (ωB97M-V/def2-TZVPD, the Open Molecules 2025 dataset).

Structure (XYZ):
```
14
C4H8NS ωB97M-V/def2-TZVPD
H 1.45 0.08 1.64
S -2.44 -0.16 0.91
H -0.33 -0.39 1.95
C 0.59 -0.51 1.34
C -2.39 0.00 -0.92
H -3.15 0.59 -1.31
N 0.07 -0.18 -0.18
H 0.33 -0.33 -2.11
H 0.84 -1.63 1.31
C -1.17 0.55 -0.18
H -1.04 1.60 -0.03
H -2.33 -1.07 -1.31
C 0.66 -0.72 -1.17
H 1.37 -1.40 -0.97
```

The LUMO energy comes out at -0.19087 Eh. Its structure (SMILES) is C=[N+](C)[C@H]1CS1. Its net charge is +1.

=====

The most stable of them is <two>.

=====

<one>
# C3H13N2O

A 2-piece molecular cluster, C3H13N2O overall (ωB97M-V/def2-TZVPD, the Open Molecules 2025 dataset).

Structure (XYZ):
```
19
C3H13N2O ωB97M-V/def2-TZVPD
N 1.30 -1.31 1.35
H 1.60 -1.09 2.28
H -2.16 -0.21 -1.32
H -0.78 -1.70 0.09
C 0.42 -1.21 -1.63
H 0.03 3.56 0.38
H -2.03 0.19 0.12
H -1.18 0.94 -1.16
H 0.09 0.41 1.49
H 2.08 -1.70 0.87
C 0.68 -0.15 0.72
O -0.47 2.70 0.47
H -0.91 2.88 1.32
N -1.46 0.08 -0.68
H 1.46 -1.24 -1.24
H 0.02 -2.18 -2.13
H 0.46 -0.30 -2.21
C -0.32 -0.82 -0.29
H 1.50 0.47 0.25
```

The LUMO energy comes out at -0.12259 Eh. Its net charge is +1.

=====

<two>
# C3H13N2O

A 2-piece molecular cluster, C3H13N2O overall (ωB97M-V/def2-TZVPD, the Open Molecules 2025 dataset).

Structure (XYZ):
```
19
C3H13N2O ωB97M-V/def2-TZVPD
O -1.66 -2.54 -0.46
N -0.51 -0.48 0.96
H 0.02 0.73 -1.48
H -0.89 1.32 1.90
H 0.17 2.81 0.00
H 2.14 -0.64 -1.33
C 0.94 1.01 -0.96
N 1.82 -0.08 -0.55
C 0.44 1.79 0.28
H -0.11 -0.75 1.87
H -2.20 -1.86 -0.91
H -1.75 1.12 0.41
H -1.55 -3.19 -1.15
H 0.29 -0.74 0.34
C -0.76 0.98 0.86
H 1.16 1.83 1.13
H 2.59 0.29 -0.01
H -1.20 -1.21 0.70
H 1.57 1.69 -1.54
```

The LUMO energy comes out at -0.11233 Eh. Its net charge is +1.

=====

<three>
# C3H13N2O

A 2-piece molecular cluster, C3H13N2O overall (ωB97M-V/def2-TZVPD, the Open Molecules 2025 dataset).

Structure (XYZ):
```
19
C3H13N2O ωB97M-V/def2-TZVPD
C -0.70 0.11 -0.10
H -0.32 -1.99 0.71
H -1.96 -1.77 -0.03
O 1.17 1.63 2.74
H -1.55 -1.08 1.62
H -1.65 -0.12 -2.11
H 0.72 -0.25 -3.01
N 0.38 -0.74 -2.15
H -0.60 1.18 -2.03
H 1.10 1.18 0.80
N 0.84 0.40 0.18
H 0.12 -1.71 -2.11
H 1.35 0.62 -0.77
C -0.72 0.08 -1.69
H 1.27 -0.46 0.60
H -1.25 0.89 0.27
C -1.19 -1.29 0.49
H 1.53 2.47 3.28
H 1.45 0.87 3.29
```

The LUMO energy comes out at -0.11415 Eh. Its net charge is +1.

=====

The most stable of them is <two>.

=====

<one>
# C3H7N3

An isolated molecule of C3H7N3 (ωB97M-V/def2-TZVPD, the Open Molecules 2025 dataset).

Structure (XYZ):
```
13
C3H7N3 ωB97M-V/def2-TZVPD
H -2.93 0.26 -0.30
H 2.10 1.47 0.60
H 0.43 -0.76 -0.69
N -0.03 1.13 0.23
N -1.31 1.09 -0.06
H 2.73 0.79 -0.91
H 2.91 -0.17 0.62
H -0.78 -1.53 0.76
C 2.25 0.59 0.01
C 0.73 0.22 -0.20
C -1.61 -1.23 0.15
H -2.50 -1.84 -0.06
N -1.99 -0.01 -0.15
```

The LUMO energy comes out at 0.02216 Eh. Its net charge is 0.

=====

<two>
# C3H7N3

A 2-piece molecular cluster, C3H7N3 overall (ωB97M-V/def2-TZVPD, the Open Molecules 2025 dataset).

Structure (XYZ):
```
13
C3H7N3 ωB97M-V/def2-TZVPD
N 2.49 -0.66 0.32
C 1.51 -0.43 -0.26
H 0.64 0.33 -2.02
H -1.72 -0.19 -1.29
H 1.71 1.96 0.16
C 0.35 -0.12 -1.02
H -1.55 -0.04 1.29
H 0.39 1.64 0.93
N -0.90 -0.43 -0.65
N 0.74 2.06 0.16
H -0.34 -1.53 1.12
H -2.05 -1.62 0.60
C -1.27 -0.95 0.68
```

The LUMO energy (alpha / beta) comes out at 0.00351 / 0.00029 Eh. Its net charge is 0.

=====

The most stable of them is <two>.